Below is a structure of composition C21H42Br4O7 at a distorted geometry, with properties calculated with ωB97M-V/def2-TZVPD.

Last column: Mulliken charge in e.
Atoms and positions in Å:
C1 -2.032 2.722 -2.184  -1.181
C2 -2.718 1.421 -1.790  1.015
O1 -2.009 0.467 -1.475  -0.330
C3 -4.265 1.333 -2.004  -1.654
H1 -0.954 2.588 -2.274  0.208
H2 -2.330 3.423 -1.404  0.398
H3 -2.425 2.879 -3.189  0.510
H4 -4.732 2.005 -1.284  0.293
H5 -4.525 0.291 -1.815  0.351
H6 -4.519 1.427 -3.060  0.455
C4 -2.029 -4.620 -2.336  -1.077
C5 -0.554 -4.316 -2.335  0.327
O2 0.282 -5.076 -2.843  -0.612
C6 -0.210 -3.081 -1.525  -0.509
H7 -2.646 -4.186 -3.122  0.266
H8 -2.411 -4.236 -1.390  0.295
H9 -2.216 -5.694 -2.351  0.368
H10 -0.912 -2.319 -1.863  0.017
H11 0.848 -2.820 -1.557  0.503
H12 -0.459 -3.432 -0.524  0.382
C7 0.508 3.198 1.564  -1.400
C8 0.875 3.228 0.098  0.702
O3 2.008 2.899 -0.240  -0.416
C9 -0.237 3.536 -0.896  -0.793
H13 -0.431 2.648 1.502  0.294
H14 0.234 4.183 1.940  0.380
H15 1.146 2.569 2.185  0.238
H16 -0.666 4.506 -0.643  0.670
H17 -1.038 2.799 -0.827  -0.418
H18 0.108 3.621 -1.926  0.571
O4 -4.219 -1.554 -0.374  -0.574
C10 -4.553 -0.604 0.357  0.930
O5 -4.080 -0.333 1.580  -0.355
C11 -2.936 -0.925 2.057  -0.860
C12 -1.581 -0.547 1.595  -0.041
C13 -5.669 0.351 0.035  -1.335
H19 -3.133 -1.990 1.934  0.398
H20 -3.060 -0.761 3.128  0.403
H21 -1.546 0.535 1.463  0.178
H22 -1.314 -1.002 0.641  0.137
H23 -0.840 -0.805 2.351  0.171
H24 -6.466 0.414 0.776  0.404
H25 -6.126 0.037 -0.903  0.533
H26 -5.388 1.363 -0.258  0.158
O6 5.278 -0.009 0.601  -0.636
C14 5.013 -1.188 0.411  0.738
O7 4.057 -1.840 0.913  -0.367
C15 3.280 -1.195 1.908  0.822
C16 2.094 -2.005 2.394  -1.316
C17 5.919 -2.122 -0.429  -1.164
H27 2.924 -0.322 1.361  -0.819
H28 3.942 -0.915 2.727  0.448
H29 1.623 -2.364 1.478  0.227
H30 1.417 -1.484 3.070  0.331
H31 2.398 -2.943 2.860  0.450
H32 6.902 -2.323 -0.003  0.304
H33 6.071 -1.630 -1.390  0.323
H34 5.366 -3.045 -0.603  0.322
Br1 4.536 3.062 -0.173  -0.149
C18 3.579 1.971 1.162  1.310
C19 3.442 2.774 2.435  -0.987
Br2 2.769 1.632 3.935  -0.171
H35 4.181 1.083 1.352  0.438
H36 2.606 1.675 0.769  -1.141
H37 2.742 3.583 2.227  0.519
H38 4.432 3.157 2.682  0.571
Br3 0.171 -0.705 -3.028  -0.140
C20 0.837 -0.826 -1.219  -1.307
C21 0.263 0.364 -0.423  0.582
Br4 1.125 0.361 1.344  -0.312
H39 1.925 -0.789 -1.261  0.517
H40 0.549 -1.739 -0.696  0.485
H41 -0.826 0.329 -0.385  -0.412
H42 0.606 1.312 -0.836  0.535

Forces on the atoms, in the same order (eV/Å):
C -2.562 -2.028 -2.370
C 0.612 -0.897 -1.155
O -3.214 1.085 -0.821
C 2.357 -0.957 -0.333
H -1.826 -0.703 -1.172
H -0.463 0.627 -1.183
H -0.442 0.744 0.011
H 0.197 0.430 -1.414
H 0.198 0.378 0.077
H 0.115 0.915 0.035
C -0.434 -0.437 0.517
C 1.437 -1.515 -1.039
O -1.498 1.645 0.928
C -0.675 -3.547 -0.885
H 0.408 0.280 -0.166
H -0.328 0.042 -0.015
H 0.229 -0.017 -0.119
H 0.166 -0.205 0.609
H -0.620 -1.363 -0.831
H -0.022 0.298 0.441
C -1.435 0.072 -0.646
C 1.591 0.309 -0.137
O -4.126 2.020 -1.688
C 2.371 1.131 2.755
H -0.431 0.013 0.491
H 0.328 0.120 0.164
H -0.263 1.085 -0.176
H -0.137 0.121 0.167
H 2.024 0.546 1.954
H 0.611 0.014 0.518
O -0.358 2.395 2.032
C -0.001 -1.913 -1.039
O -1.111 2.054 -1.863
C -0.170 -2.841 2.112
C -0.621 0.335 -0.237
C -1.517 -0.018 -0.466
H 0.550 -0.404 -0.010
H 0.446 0.102 0.143
H 0.050 0.037 0.120
H -0.246 -0.222 0.366
H -0.459 -0.163 -0.080
H 0.349 -0.262 0.364
H -0.251 -0.424 0.286
H -0.118 -0.693 1.709
O 0.197 -1.830 -0.351
C 4.488 1.341 -1.532
O -2.406 -3.084 1.272
C 0.444 0.874 0.775
C 1.074 -1.738 -0.687
C -1.049 0.564 -0.447
H 1.229 -0.724 1.137
H 0.059 0.102 -0.015
H -0.752 0.222 0.128
H 0.265 -0.043 -0.277
H 0.360 0.076 0.384
H -0.249 0.191 0.314
H 0.128 -0.013 -0.012
H 0.282 -0.085 0.021
Br 0.898 -0.352 0.750
C 1.209 -0.817 1.148
C 0.474 0.324 -0.899
Br 0.395 0.670 -0.375
H 0.035 0.977 -0.089
H 2.023 0.480 0.234
H 0.218 0.060 0.784
H -0.287 -0.056 0.561
Br 0.786 0.659 -0.713
C 0.149 2.480 1.765
C 1.412 0.154 -0.456
Br -3.683 0.066 -1.527
H -0.023 0.111 -0.164
H 0.215 1.715 -0.037
H 1.563 0.094 0.595
H -0.167 -0.605 -0.239

* gap between HOMO and LUMO: 0.31794 Ha
* M: 726.2 g mol⁻¹
* largest force on an atom: 0.09585 Eh/bohr
* 2S+1: 1
* net charge: 0



Below is a cluster of 11 separate species, C21H42Cl20NS2 in total, with properties calculated with ωB97M-V/def2-TZVPD.

Last column: Mulliken charge in e.
Atoms and positions in Å:
S1 -3.478 -2.534 1.622  -0.072
C1 -4.528 -1.490 1.921  0.651
N1 -5.462 -0.739 2.319  -0.336
S2 -6.968 -1.332 1.884  0.106
H1 -6.815 -1.603 0.566  0.298
H2 -6.939 -2.627 2.327  0.272
Cl1 -3.617 -0.032 -1.634  -0.229
C2 -2.014 0.243 -0.880  0.096
C3 -0.924 -0.567 -1.531  -0.121
Cl2 -1.156 -2.312 -1.216  -0.208
H3 -2.107 0.000 0.176  0.138
H4 -1.794 1.302 -0.973  0.058
H5 0.040 -0.293 -1.113  0.283
H6 -0.887 -0.423 -2.608  -0.004
Cl3 -5.732 -5.020 2.898  -0.200
C4 -5.939 -6.242 1.598  -0.430
C5 -4.670 -7.007 1.318  -0.452
Cl4 -3.425 -5.971 0.574  -0.150
H7 -6.289 -5.722 0.710  0.292
H8 -6.718 -6.925 1.932  0.357
H9 -4.886 -7.807 0.613  0.321
H10 -4.247 -7.442 2.220  0.324
Cl5 0.699 2.132 -1.975  -0.130
C6 1.052 3.672 -1.134  -0.460
C7 0.914 3.542 0.360  -0.337
Cl6 -0.785 3.312 0.865  -0.213
H11 0.391 4.434 -1.534  0.163
H12 2.076 3.938 -1.385  0.388
H13 1.262 4.453 0.840  0.190
H14 1.490 2.704 0.744  0.365
Cl7 -1.025 -0.379 6.206  -0.182
C8 -1.246 -1.528 4.863  -0.314
C9 0.033 -2.232 4.491  0.060
Cl8 1.214 -1.125 3.744  -0.189
H15 -1.653 -0.974 4.018  0.228
H16 -1.983 -2.259 5.193  0.279
H17 -0.175 -3.014 3.761  0.266
H18 0.490 -2.688 5.365  -0.160
Cl9 0.605 -4.394 7.230  -0.182
C10 2.171 -4.206 8.070  -0.425
C11 3.209 -5.169 7.554  -0.424
Cl10 2.829 -6.856 7.982  -0.185
H19 1.989 -4.339 9.132  0.277
H20 2.502 -3.182 7.899  0.306
H21 4.173 -4.934 8.002  0.318
H22 3.304 -5.112 6.473  0.318
Cl11 -0.974 -0.661 -5.279  -0.210
C12 0.359 0.114 -6.189  -0.449
C13 1.711 -0.404 -5.774  -0.146
Cl12 2.149 0.119 -4.123  -0.154
H23 0.279 1.186 -6.047  0.200
H24 0.192 -0.108 -7.241  0.388
H25 2.473 -0.007 -6.443  0.010
H26 1.753 -1.489 -5.806  0.401
Cl13 -0.312 2.911 -9.849  -0.189
C14 0.292 4.301 -8.910  -0.473
C15 1.671 4.051 -8.358  -0.396
Cl14 1.678 2.785 -7.099  -0.165
H27 -0.425 4.504 -8.119  0.317
H28 0.322 5.156 -9.583  0.334
H29 2.054 4.961 -7.898  0.369
H30 2.371 3.727 -9.119  0.157
Cl15 4.745 3.268 -9.280  -0.192
C16 5.699 2.356 -8.080  -0.357
C17 6.078 0.987 -8.580  -0.472
Cl16 4.658 -0.083 -8.727  -0.176
H31 5.111 2.294 -7.167  0.238
H32 6.596 2.939 -7.878  0.339
H33 6.760 0.517 -7.874  0.292
H34 6.561 1.036 -9.552  0.348
Cl17 0.704 -3.032 11.341  -0.186
C18 -0.694 -1.988 10.976  -0.363
C19 -1.983 -2.764 10.915  -0.459
Cl18 -2.069 -3.844 9.498  -0.155
H35 -0.495 -1.471 10.040  0.232
H36 -0.753 -1.252 11.776  0.328
H37 -2.819 -2.072 10.832  0.288
H38 -2.122 -3.371 11.806  0.329
Cl19 0.427 6.892 -2.984  -0.166
C20 1.014 8.255 -1.995  -0.462
C21 2.398 8.012 -1.453  -0.485
Cl20 2.432 6.723 -0.216  -0.166
H39 0.296 8.422 -1.196  0.312
H40 1.027 9.131 -2.641  0.327
H41 2.765 8.916 -0.971  0.332
H42 3.091 7.732 -2.242  0.325

Forces on the atoms, in the same order (eV/Å):
S 0.531 0.103 -0.425
C -0.372 -0.159 0.871
N -0.143 -0.332 -0.722
S 0.106 0.581 0.437
H -0.024 -0.256 0.014
H 0.108 -0.012 -0.310
Cl -0.067 -0.076 0.083
C 0.132 0.096 0.067
C -0.151 -0.038 0.042
Cl 0.010 -0.152 -0.015
H 0.000 -0.012 -0.005
H -0.014 0.019 -0.062
H -0.015 -0.033 0.106
H -0.051 -0.046 -0.006
Cl -0.050 0.090 -0.028
C -0.106 -0.177 -0.142
C -0.015 0.030 0.078
Cl 0.027 0.067 -0.005
H 0.048 0.040 0.007
H 0.031 0.009 0.084
H -0.019 0.032 -0.033
H -0.009 0.056 0.027
Cl 0.050 0.316 0.023
C -0.004 0.015 0.016
C 0.150 -0.011 0.035
Cl -0.024 -0.041 -0.003
H -0.042 -0.030 0.003
H 0.016 -0.029 0.027
H -0.057 0.034 -0.016
H -0.065 -0.049 -0.014
Cl 0.002 0.027 -0.021
C -0.137 -0.060 -0.025
C 0.008 -0.034 -0.029
Cl -0.012 0.010 0.004
H 0.057 0.071 0.020
H 0.057 -0.036 0.038
H -0.021 0.016 -0.006
H 0.038 0.085 -0.072
Cl 0.019 -0.115 0.039
C 0.119 0.090 0.045
C 0.061 0.010 -0.020
Cl -0.011 -0.005 -0.023
H -0.067 -0.054 -0.012
H -0.008 -0.008 -0.043
H -0.021 0.007 0.040
H -0.040 -0.024 -0.004
Cl -0.001 -0.021 0.009
C -0.058 -0.088 -0.019
C 0.060 -0.053 -0.108
Cl 0.010 -0.107 -0.073
H -0.155 -0.197 0.147
H 0.002 -0.009 0.002
H -0.023 0.041 -0.005
H -0.035 -0.002 0.073
Cl -0.020 -0.017 0.025
C -0.041 0.021 0.032
C -0.008 0.152 -0.065
Cl 0.225 0.299 -0.081
H -0.004 -0.048 0.006
H 0.040 -0.021 -0.025
H -0.028 -0.012 0.042
H -0.215 0.009 -0.023
Cl 0.304 -0.047 -0.056
C 0.034 0.031 0.140
C 0.069 -0.031 0.021
Cl -0.012 -0.004 -0.017
H -0.066 -0.005 -0.043
H 0.021 -0.017 -0.061
H -0.029 0.009 0.032
H -0.065 -0.001 -0.031
Cl 0.023 -0.012 -0.022
C -0.006 0.100 -0.008
C -0.175 0.032 0.035
Cl 0.013 0.011 0.073
H 0.025 -0.068 -0.029
H -0.013 -0.023 0.021
H 0.029 0.033 -0.008
H 0.044 -0.048 -0.026
Cl -0.007 -0.015 0.002
C -0.030 0.077 0.019
C 0.090 0.109 -0.027
Cl 0.011 0.055 -0.043
H -0.006 -0.062 0.006
H 0.034 -0.013 -0.017
H -0.039 -0.001 0.030
H -0.024 -0.071 0.005

* gap between HOMO and LUMO: 0.26667 Ha
* M: 1081.8 g mol⁻¹
* largest force on an atom: 0.01867 Eh/bohr
* 2S+1: 1
* net charge: +1



Below is a cluster of 3 separate species, C21H42N4O3P in total at a distorted geometry, with properties calculated with ωB97M-V/def2-TZVPD.

Last column: Mulliken charge in e.
Atoms and positions in Å:
O1 0.217 -1.212 1.046  -0.570
P1 -0.037 -1.163 -0.403  0.408
C1 1.458 -0.744 -1.345  -0.264
C2 2.231 0.358 -1.193  -0.204
N1 3.272 0.232 -2.075  0.164
C3 3.163 -0.904 -2.751  -0.176
N2 2.065 -1.508 -2.330  -0.001
H1 -0.959 -0.170 -0.760  0.118
H2 -0.423 -2.380 -0.994  0.038
H3 2.120 1.212 -0.534  0.672
H4 4.026 0.899 -2.180  0.216
H5 3.848 -1.277 -3.499  0.415
H6 1.740 -2.405 -2.665  0.230
C4 1.038 6.844 -0.876  -1.774
C5 1.408 5.525 -0.170  1.817
C6 2.079 5.808 1.177  -1.242
C7 3.505 6.339 1.052  -0.489
C8 4.358 5.421 0.180  -1.271
C9 3.739 5.141 -1.192  1.710
N3 2.317 4.690 -1.027  0.265
O2 2.256 3.444 -0.707  -0.432
C10 3.829 6.386 -2.086  -1.727
C11 4.530 4.051 -1.907  -1.805
C12 0.102 4.770 0.051  -1.952
H7 1.735 7.653 -0.671  0.317
H8 0.972 6.711 -1.956  0.337
H9 0.062 7.182 -0.529  0.490
H10 2.096 4.886 1.766  0.370
H11 1.458 6.519 1.725  0.356
H12 3.505 7.355 0.651  0.325
H13 3.951 6.408 2.045  0.389
H14 5.350 5.853 0.031  0.399
H15 4.505 4.472 0.706  0.338
H16 3.275 6.240 -3.013  0.376
H17 4.873 6.565 -2.343  0.449
H18 3.468 7.291 -1.611  0.316
H19 4.617 3.151 -1.298  0.239
H20 5.537 4.416 -2.107  0.431
H21 4.065 3.792 -2.861  0.479
H22 -0.374 4.522 -0.899  0.445
H23 -0.576 5.405 0.619  0.482
H24 0.249 3.852 0.615  0.334
C13 -1.603 -4.465 1.881  -1.688
C14 -3.083 -4.076 1.692  1.851
C15 -3.931 -4.643 2.833  -1.410
C16 -4.147 -6.153 2.741  -0.457
C17 -4.697 -6.545 1.370  -1.257
C18 -3.851 -6.025 0.205  1.555
N4 -3.602 -4.556 0.369  0.480
O3 -4.617 -3.862 -0.017  -0.611
C19 -2.534 -6.811 0.116  -1.676
C20 -4.577 -6.260 -1.114  -1.806
C21 -3.138 -2.555 1.719  -1.586
H25 -1.469 -5.439 2.346  0.319
H26 -1.073 -4.466 0.927  0.240
H27 -1.111 -3.738 2.527  0.454
H28 -4.907 -4.148 2.827  0.399
H29 -3.453 -4.385 3.782  0.352
H30 -3.217 -6.689 2.948  0.300
H31 -4.851 -6.462 3.515  0.394
H32 -4.771 -7.631 1.289  0.389
H33 -5.714 -6.154 1.272  0.370
H34 -1.868 -6.364 -0.625  0.340
H35 -2.749 -7.831 -0.201  0.464
H36 -1.999 -6.884 1.058  0.280
H37 -5.573 -5.824 -1.116  0.379
H38 -4.677 -7.334 -1.275  0.425
H39 -4.018 -5.838 -1.950  0.437
H40 -2.574 -2.132 0.886  0.182
H41 -2.694 -2.189 2.644  0.469
H42 -4.154 -2.172 1.671  0.394

Forces on the atoms, in the same order (eV/Å):
O 0.115 -0.042 -0.140
P 0.081 -0.049 1.111
C -0.328 -0.062 -0.194
C -0.063 0.236 0.258
N 0.311 0.220 0.000
C 0.143 -0.105 -0.157
N -0.114 -0.131 0.062
H -0.049 -0.162 -0.437
H -0.129 0.150 -0.306
H 0.072 -0.043 -0.210
H -0.075 0.055 -0.013
H -0.083 0.087 0.085
H 0.029 0.071 0.008
C 0.114 0.021 -0.114
C -0.677 0.714 -0.328
C 0.307 -0.145 0.141
C -0.054 0.003 -0.107
C -0.111 -0.069 0.339
C 0.339 0.545 -0.761
N 0.579 -0.483 1.419
O -0.172 -0.256 -0.510
C -0.123 0.063 0.003
C -0.058 -0.296 0.050
C 0.035 -0.291 0.042
H 0.039 -0.018 -0.024
H -0.013 -0.008 0.001
H 0.002 -0.051 0.052
H -0.021 -0.040 -0.070
H -0.047 -0.006 -0.032
H -0.011 -0.006 -0.026
H 0.005 0.023 0.000
H 0.001 -0.007 -0.058
H -0.065 -0.039 -0.059
H -0.005 -0.004 0.002
H 0.015 -0.063 0.015
H -0.031 -0.008 0.016
H -0.027 0.028 0.046
H -0.013 0.039 0.000
H -0.015 0.041 -0.007
H 0.005 0.027 -0.008
H 0.020 0.041 -0.019
H 0.039 -0.014 -0.037
C 0.032 -0.069 -0.044
C 0.972 0.117 0.248
C -0.307 -0.177 -0.003
C 0.063 0.029 -0.099
C -0.156 0.164 0.276
C 0.597 -0.662 -0.372
N -1.283 -0.024 0.696
O 0.357 0.130 -0.349
C 0.107 0.085 0.092
C -0.213 0.142 -0.043
C -0.287 0.236 -0.013
H -0.016 -0.034 -0.052
H -0.008 -0.005 -0.005
H -0.058 0.036 0.002
H 0.019 0.029 -0.082
H 0.034 0.034 -0.019
H 0.017 0.015 -0.020
H 0.014 -0.017 0.012
H 0.021 -0.005 -0.046
H 0.036 0.073 -0.064
H -0.008 0.002 -0.007
H -0.060 0.020 -0.033
H 0.003 0.033 0.009
H 0.030 0.066 0.009
H 0.041 -0.011 0.029
H 0.011 0.008 0.013
H 0.010 0.007 -0.039
H 0.095 -0.101 -0.003
H -0.025 -0.087 -0.126

* <S²>: 2.008
* gap between HOMO and LUMO (spin up / spin down): 0.25110 / 0.28839 Ha
* M: 429.6 g mol⁻¹
* largest force on an atom: 0.03125 Eh/bohr
* 2S+1: 3
* net charge: +1